Below is 4 unconnected molecules or ions with the total composition C4H15NO3 at a distorted geometry, with properties calculated with the ωB97M-V functional and the def2-TZVPD basis.

XYZ file:
```
23
Properties=species:S:1:pos:R:3:lowdin_spin:R:1
C -0.21 1.78 1.40 0.09
N 0.16 -0.76 0.24 0.05
C 0.14 0.38 -0.61 0.03
C -0.08 1.58 -0.09 0.02
C 0.21 0.17 -2.10 0.03
H -0.57 2.77 1.68 0.01
H -0.90 1.03 1.82 0.03
H 0.73 1.73 1.93 0.03
H -0.71 -0.89 0.85 0.04
H 0.26 -1.72 -0.22 0.03
H -0.13 2.53 -0.68 0.00
H -0.64 -0.50 -2.24 0.01
H 1.14 -0.41 -2.41 0.01
H 0.18 1.13 -2.69 0.00
H -2.75 -0.21 -1.20 0.01
H -2.88 -0.14 -2.61 0.01
O -3.30 0.13 -1.79 0.03
H 3.68 -0.67 0.92 0.04
H 2.76 -0.45 -0.36 0.01
O 3.56 -0.63 -0.11 0.06
H 0.41 -1.44 2.84 0.11
H -0.90 -1.84 3.45 0.09
O -0.42 -1.87 2.61 0.26
```

Calculated values
Net charge   -1
2S+1   2
Expectation value of S²   0.7504
Energy relative to the best compared isomer or geometry (same formula, charge and spin)   42.19 kcal/mol
Strongest force on any atom   9.02 eV/Å